# 1
113
Properties=species:S:1:pos:R:3:forces:R:3 method="wB97M-V/def2-TZVPD" spin_multiplicity=2 total_charge=0 s_squared=0.76 lumo_ev="0.07 / -5.60" homo_lumo_gap_ev="8.777 / 3.098" e_above_lowest_kcal_mol=9.41
B 0.326933 -0.626858 -0.308692 0.679 0.727 0.085
F 0.380187 -0.735697 1.085665 0.393 -0.248 1.416
F 0.812729 0.604391 -0.671829 0.554 0.870 -0.242
F 1.010108 -1.629671 -0.925975 1.417 -0.770 0.200
F -0.971915 -0.723432 -0.624734 -3.001 -0.046 -0.504
C 0.143937 -0.925406 -4.493351 -0.115 -0.108 -1.425
C -0.322019 -2.395192 -4.293923 0.245 1.867 0.873
C 0.866248 -3.331429 -4.698704 -0.650 -1.084 0.457
O 1.498687 -3.172149 -5.966489 -0.476 -0.224 -1.517
C 0.593703 -3.530329 -7.095317 -0.514 2.156 1.678
N -0.718948 -2.439278 -2.835460 0.705 -1.353 -0.759
H -0.642349 -0.248543 -4.827580 -0.342 -0.131 0.069
H 0.892161 -0.895111 -5.285415 0.241 0.203 0.049
H 0.551173 -0.472119 -3.589589 0.194 -0.336 0.010
H -1.220953 -2.635420 -4.861641 0.130 0.083 -0.224
H 0.553273 -4.375527 -4.700183 -0.487 -0.201 0.430
H 1.635985 -3.279509 -3.928697 0.228 0.367 -0.160
H -0.084956 -2.677581 -7.076454 -0.890 -0.272 0.030
H 0.036501 -4.453395 -6.935414 0.291 -0.129 0.081
H 0.931552 -3.405977 -8.124145 1.347 -0.597 0.452
H 0.055390 -2.014252 -2.345713 0.177 -0.668 -0.051
H -1.418470 -1.743465 -2.619537 -0.574 -0.001 -0.678
C -4.415184 2.746172 -1.383021 1.580 -1.243 -0.051
C -4.813819 1.508021 -2.192510 0.204 -0.257 0.324
C -4.505215 0.130521 -1.510848 0.323 0.603 -0.346
O -5.071772 -0.936013 -2.257917 0.026 -1.365 0.360
C -4.983323 -2.209639 -1.552880 0.125 0.931 -0.483
N -6.177459 1.656541 -2.577182 -1.285 -0.450 -0.379
H -3.368900 2.586330 -1.122584 0.281 0.233 0.095
H -4.895407 2.824477 -0.407643 -0.525 0.246 -0.295
H -4.432484 3.627177 -2.024611 -0.504 0.020 0.336
H -4.269600 1.522316 -3.136819 0.395 -0.032 0.044
H -4.873592 0.084810 -0.486007 -0.272 0.247 0.329
H -3.422591 0.008867 -1.475830 0.294 -0.059 0.132
H -5.643724 -2.200703 -0.685759 -0.120 0.013 0.031
H -3.968431 -2.446878 -1.233815 0.394 0.417 0.171
H -5.225261 -3.067591 -2.180155 -0.432 0.501 -0.412
H -6.770561 1.461636 -1.783244 -0.260 0.260 0.361
H -6.398707 0.896391 -3.204322 -0.174 -0.083 -0.356
C -1.232641 -3.563737 1.544438 -1.624 0.144 0.098
C -2.472323 -2.688189 1.882305 0.861 -0.741 1.720
C -3.596195 -3.331437 2.786067 0.060 -0.298 0.873
O -4.665186 -2.509072 3.259813 1.907 -0.096 -0.665
C -5.519496 -1.980548 2.258598 -0.893 -1.206 0.693
N -2.009190 -1.431431 2.390841 -1.506 -0.367 -2.577
H -0.675660 -3.050675 0.760447 0.065 -0.141 0.050
H -1.650924 -4.484319 1.137399 0.484 -0.242 0.059
H -0.615122 -3.721774 2.428630 0.025 -0.130 -0.025
H -2.942203 -2.475853 0.921980 -0.388 0.535 -0.580
H -3.114424 -3.705842 3.689291 0.261 0.376 0.175
H -3.923291 -4.269611 2.337802 -0.406 0.198 -0.677
H -5.012758 -1.839775 1.303875 -0.086 0.647 0.141
H -6.058809 -1.159146 2.730348 0.538 0.523 -0.525
H -6.308806 -2.718176 2.113715 -0.117 -0.232 -0.502
H -1.264052 -1.142923 1.773086 1.732 0.443 0.407
H -2.719260 -0.731102 2.231352 -0.596 0.764 1.320
C 1.268871 5.600936 -0.512187 0.754 -0.075 0.622
C 1.418619 4.065437 -0.291772 0.568 2.559 0.427
C 1.578082 3.667698 1.195026 0.998 0.985 -0.524
O 2.781852 4.273813 1.727181 -0.342 -0.381 -0.115
C 2.910406 4.239539 3.142872 -0.235 -0.302 -0.159
N 0.210919 3.526795 -0.782645 -1.307 -2.228 -0.529
H 0.987983 5.975854 -1.496382 0.465 -0.761 -0.551
H 2.175110 6.120282 -0.200565 -0.147 0.179 0.106
H 0.401158 5.960847 0.040648 0.157 -0.172 0.678
H 2.219150 3.568856 -0.840086 0.790 0.674 0.063
H 1.666483 2.582442 1.144917 -0.023 -0.314 0.641
H 0.718644 3.994424 1.780446 -0.220 -0.106 0.010
H 2.716591 3.253446 3.564970 -0.194 -0.330 -0.102
H 2.233345 4.937440 3.635429 -0.169 0.186 -0.058
H 3.928449 4.480861 3.448595 0.051 0.209 -0.434
H 0.234114 3.607602 -1.789139 -0.375 0.814 -0.406
H 0.453932 2.546496 -0.774859 -0.918 -0.935 0.418
C 3.116114 -0.435914 3.545729 0.135 1.542 -0.036
C 2.008310 -1.104034 4.331743 -0.682 0.640 -1.171
C 0.799257 -0.163205 4.633382 1.373 0.583 1.336
O 1.246999 0.864758 5.563836 -0.453 -0.378 -1.468
C 0.209342 1.766647 5.894419 -0.031 0.000 1.354
N 1.465749 -2.139077 3.463214 -0.385 -0.561 -0.298
H 3.942392 -1.103512 3.301438 0.007 -0.043 0.252
H 3.461157 0.440103 4.094941 0.445 -0.129 0.268
H 2.774390 0.006418 2.609965 -0.358 -0.281 -0.223
H 2.515661 -1.532152 5.196284 -0.754 -0.043 0.427
H -0.042307 -0.734224 5.025565 0.033 -0.270 0.534
H 0.374370 0.340895 3.765375 0.494 -0.034 -0.611
H -0.496869 2.102671 5.135185 0.142 -0.584 -0.626
H 0.603680 2.696927 6.303298 0.539 -0.140 -0.044
H -0.323338 1.296134 6.720851 -0.610 0.128 0.001
H 0.928816 -1.692232 2.733745 -0.318 0.277 0.028
H 2.218861 -2.507244 2.899857 0.313 -0.768 0.166
C 5.691247 0.327127 -2.315514 1.147 0.358 0.092
C 4.379045 0.242953 -1.590243 0.218 0.266 -1.353
C 4.288184 1.162448 -0.402191 -0.110 -0.085 1.008
O 5.366615 0.983955 0.521809 -0.567 0.876 1.504
C 5.182893 1.738166 1.784136 0.454 -0.569 -0.550
N 3.335655 0.527167 -2.610420 -0.492 -0.346 0.408
H 6.450267 -0.043530 -1.626600 0.333 0.091 -0.214
H 5.951094 1.349550 -2.589797 -0.027 0.296 0.214
H 5.751620 -0.207709 -3.263355 -0.397 -0.400 0.263
H 4.366607 -0.766517 -1.179247 -0.826 -0.236 -0.333
H 3.369574 0.828464 0.080210 -0.409 0.491 0.320
H 4.219957 2.214742 -0.678078 -0.078 0.190 -0.225
H 4.170348 1.894710 2.156099 -0.462 -0.348 -0.771
H 5.618493 2.737240 1.769791 0.199 0.031 -0.554
H 5.667892 1.199817 2.598422 0.295 -0.287 -0.328
H 3.239639 1.514413 -2.800734 0.778 0.410 -0.065
H 2.381042 0.327644 -2.347739 0.015 -0.689 0.569
O -2.138815 2.130032 1.201507 -0.360 -0.458 0.485
H -1.477623 1.635057 0.717722 0.321 -0.008 -0.321
H -1.978243 3.042761 0.961955 0.196 0.292 -0.218
O 2.241685 -3.908611 0.109083 0.296 -0.251 0.413
H 1.716433 -3.108472 0.119830 -0.084 0.375 -0.327
H 1.607514 -4.610009 -0.039587 -0.099 -0.207 -0.111

# 2
114
Properties=species:S:1:pos:R:3:forces:R:3 method="wB97M-V/def2-TZVPD" smiles=COC[C@H](C)N.COC[C@H](C)N.OCCO.OCCO.OCCO.OCCO.OCCO.OCCO.OCCO.OCCO total_charge=0 lumo_ev=0.19 homo_lumo_gap_ev=9.440 e_above_lowest_kcal_mol=130.61
C 3.164903 -6.268441 0.517952 0.619 1.940 0.071
C 4.262515 -5.400563 -0.221080 -0.147 -3.011 1.335
C 5.197399 -6.328013 -1.014979 0.126 1.567 -0.361
O 6.067321 -7.061469 -0.207774 1.125 -0.294 -0.181
C 7.265802 -7.526357 -0.879481 -0.576 -0.882 1.146
N 3.643045 -4.467701 -1.088499 -0.571 0.523 -0.852
H 2.569428 -5.534940 1.061516 -0.184 -0.008 0.374
H 3.600103 -6.931994 1.265216 -0.045 -0.212 -0.357
H 2.440440 -6.722976 -0.157814 0.491 -0.358 -0.208
H 4.880591 -4.843436 0.482979 0.165 -0.468 0.636
H 5.794414 -5.599482 -1.563535 0.274 -0.085 -0.716
H 4.621661 -6.931173 -1.717009 -0.053 -0.228 -0.074
H 7.853272 -6.832275 -1.480507 -0.576 0.560 -0.033
H 7.058705 -8.429035 -1.454267 -0.260 0.113 -0.414
H 7.924992 -7.882346 -0.087765 -0.027 0.199 0.163
H 4.373608 -3.843088 -1.398715 -0.070 0.358 -0.359
H 3.036780 -3.915394 -0.499000 -0.318 0.313 -0.210
C 2.854082 5.438043 3.762022 -0.852 -1.134 -0.441
C 2.656479 4.138579 4.586589 1.267 0.829 0.078
C 4.039755 3.545479 4.988977 -0.056 -1.393 -0.629
O 4.915487 3.097653 3.875385 -1.506 0.255 0.076
C 4.238570 2.151624 2.962417 1.184 1.489 0.619
N 1.897394 4.583839 5.772840 0.524 -0.697 0.639
H 1.839732 5.709861 3.469940 -0.024 0.654 0.109
H 3.380696 5.342825 2.812442 0.321 -0.324 0.207
H 3.330069 6.192873 4.387931 -0.172 -0.049 -0.054
H 2.170857 3.292212 4.100846 -0.413 0.471 -0.594
H 3.866500 2.606771 5.515194 -0.309 -0.045 0.542
H 4.585680 4.193909 5.674254 0.255 0.186 -0.482
H 4.098999 1.169778 3.414736 -0.511 0.140 0.310
H 4.920251 1.987201 2.127918 0.114 0.226 0.076
H 3.352359 2.653289 2.573758 -0.185 -0.599 0.012
H 0.953246 4.895046 5.594413 0.057 0.259 -0.730
H 1.737918 3.809032 6.400818 0.290 -0.275 0.247
C -1.212105 -2.491115 6.192223 0.699 -1.207 -0.508
C -1.015554 -3.994128 6.379728 -0.922 -0.181 0.377
O -2.295103 -4.618343 6.551092 0.205 -0.364 -0.338
O -1.591989 -2.152504 4.846443 0.376 -0.271 0.598
H -0.198703 -2.154890 6.411454 -0.109 1.091 -0.073
H -1.945081 -2.203855 6.946098 0.121 0.461 -0.119
H -0.443519 -4.216912 7.280420 0.253 0.512 0.224
H -0.427696 -4.475380 5.598109 -0.441 0.139 -0.470
H -2.422899 -4.689399 7.499891 -0.210 -0.113 -0.068
H -2.404814 -1.642762 4.813510 0.001 -0.057 0.320
C -4.972691 -5.317211 0.869287 0.843 -0.448 -1.953
C -3.527135 -5.821717 1.075937 0.106 0.186 1.746
O -3.449958 -6.757360 2.225505 -0.159 1.284 -1.571
O -5.745173 -6.440906 0.551844 -1.428 -0.937 0.779
H -5.113687 -4.729107 -0.037553 1.049 0.847 -0.106
H -5.425976 -4.669944 1.620081 0.162 -0.728 0.658
H -2.835555 -5.001688 1.269220 -0.012 0.290 0.083
H -3.089625 -6.332835 0.218356 -0.562 -0.225 -0.094
H -3.627717 -6.169892 2.963667 0.020 -0.233 0.451
H -5.405136 -6.808003 -0.267422 0.004 -0.023 0.035
C -1.978552 7.358527 -5.258795 0.395 -0.182 -0.370
C -3.177567 6.393664 -5.125400 0.078 2.176 0.974
O -4.284867 6.947170 -5.831447 -0.163 -0.673 -0.878
O -1.897875 8.374206 -4.254671 -0.564 -0.457 0.250
H -2.080336 7.874423 -6.213565 -0.111 -0.271 -0.323
H -1.036097 6.811762 -5.288978 0.101 -0.252 0.124
H -3.545142 6.410407 -4.099392 0.753 -0.628 0.462
H -2.889041 5.389423 -5.435794 -0.480 0.172 -0.330
H -4.574956 7.718579 -5.339135 0.007 0.028 0.032
H -1.193318 8.967036 -4.526225 -0.015 0.087 0.075
C -6.815951 1.344474 2.175088 0.919 -0.228 -1.175
C -7.012492 0.628888 0.785769 -0.437 0.047 1.087
O -6.511095 1.333022 -0.323168 -0.079 0.959 -0.439
O -5.498308 1.222235 2.659128 0.670 -0.630 0.606
H -7.434297 0.917607 2.964737 -0.209 -0.144 -0.305
H -7.000532 2.416871 2.111813 -0.680 0.027 -0.405
H -8.083875 0.515098 0.620541 -0.201 -0.327 0.354
H -6.523545 -0.340376 0.687990 -0.141 -0.272 1.012
H -7.291362 1.419338 -0.875752 0.447 0.432 -0.439
H -4.854710 1.728450 2.158000 -0.231 0.117 -0.308
C -2.403782 9.984541 2.238441 -1.695 -0.600 1.305
C -3.030053 8.586604 2.015321 0.068 1.107 -0.670
O -2.474704 7.980192 0.879978 0.821 -1.212 -0.254
O -2.948149 10.898230 1.313420 0.383 0.263 -1.143
H -1.315316 9.927025 2.232767 0.024 0.126 -0.325
H -2.741861 10.342787 3.210800 0.393 -0.279 0.465
H -4.094931 8.667713 1.797264 -0.296 0.485 0.485
H -2.927662 7.930835 2.879952 0.399 -0.044 -0.093
H -2.333942 8.596014 0.157100 -0.244 0.317 0.145
H -3.433131 11.599764 1.754140 0.150 -0.186 0.070
C 0.549959 -7.093083 -7.253874 0.250 0.927 0.509
C 0.753334 -5.826823 -6.393382 0.581 0.481 0.970
O 0.388061 -6.000966 -5.005625 -0.642 -0.729 -0.695
O 0.821025 -6.695586 -8.586792 0.006 0.273 -0.274
H -0.485851 -7.420106 -7.163041 0.001 -0.232 0.227
H 1.265483 -7.865890 -6.972979 -0.225 -0.178 0.354
H 0.213850 -4.978474 -6.814522 -0.419 -0.190 -0.198
H 1.789788 -5.490045 -6.372288 0.285 -0.376 -0.550
H 0.936679 -5.478667 -4.415863 0.176 0.054 -0.325
H 0.599942 -7.417504 -9.179710 0.005 -0.025 0.014
C 4.668086 0.749247 -3.637131 -0.551 0.692 -1.260
C 4.145312 0.547639 -5.037967 0.022 -1.769 -0.726
O 3.471779 1.671364 -5.500536 -0.055 0.859 -0.226
O 5.555116 -0.248112 -3.278438 0.375 -1.220 0.767
H 3.801627 0.744983 -2.975821 0.437 0.253 0.429
H 5.200088 1.697638 -3.712025 -0.344 0.486 0.632
H 3.513905 -0.328518 -5.185521 -0.503 -0.287 0.831
H 4.970856 0.217098 -5.668295 0.736 0.674 -0.327
H 3.208808 1.488309 -6.405485 -0.127 0.185 -0.030
H 6.315478 -0.247302 -3.864480 0.001 0.108 -0.077
C -1.087058 0.191590 -0.607654 -1.291 1.119 1.396
C -1.233645 1.742614 -0.681350 0.210 -0.332 0.018
O -1.571577 2.352787 0.598819 0.241 -1.148 -0.789
O -0.064123 -0.237673 0.297023 -0.243 0.053 -0.937
H -1.109468 -0.278491 -1.590819 1.107 0.261 -0.252
H -2.055952 -0.160562 -0.253650 -0.203 0.002 0.486
H -2.010741 1.946077 -1.418116 -0.296 -0.031 -0.001
H -0.329631 2.194059 -1.090085 0.294 -0.020 0.207
H -1.768844 3.280009 0.447370 0.048 0.046 -0.134
H -0.507776 -0.601503 1.066700 0.105 0.064 0.051

no.,E_tot (Ha)
1,-2311.1007
2,-2419.9004